# 1
60
Properties=species:S:1:pos:R:3:forces:R:3:lowdin_spin:R:1 method="wB97M-V/def2-TZVPD" e_lumo_ev="-1.1 / -1.1" spin_multiplicity=5 s_squared=6.014 total_charge=0
Se -1.2822 2.1826 1.6511 -0.06 -0.47 -0.19 0.99
Co -0.9367 -0.0318 0.6189 -0.25 0.46 0.44 2.74
O 5.7080 -1.3345 4.1304 -0.73 0.68 0.09 0.00
O 5.2852 0.7880 4.2264 -0.29 -0.45 0.15 0.00
N -2.4153 -1.5317 0.3519 -0.77 0.06 -1.49 0.03
N -1.2835 0.2531 -1.5091 -0.22 0.04 0.30 0.03
N 4.9542 -0.3713 4.0740 -0.25 -1.04 -0.05 0.00
N -0.3691 -1.0470 2.5294 -0.20 0.57 0.39 0.04
N 1.2606 0.2774 0.9729 -0.53 0.57 -0.69 0.04
C -3.5338 2.2389 -2.8318 -1.07 1.33 0.70 0.00
C 2.7260 -1.5156 4.4224 0.99 0.40 0.06 0.00
C 0.9171 -0.7487 -3.0791 -1.95 -1.67 -0.48 0.00
C 3.4952 -0.6572 3.7145 0.83 0.30 0.07 0.00
C 3.7358 1.1027 1.9157 1.82 -0.62 0.80 0.00
C 1.9428 1.2500 0.4084 -1.54 -0.13 -0.52 0.01
C 3.0286 0.0603 2.5588 1.69 0.78 0.57 0.00
C -2.4054 2.8201 -1.9770 -0.13 -0.02 0.30 0.02
C -0.4958 3.2399 -3.5631 -0.71 0.29 -0.09 0.00
C 0.5405 2.7107 -4.3056 0.34 1.72 -0.45 0.00
C -2.1301 -0.6193 -1.9418 0.44 -0.81 1.95 0.01
C -1.2429 -1.5247 3.3680 -0.85 -1.85 0.98 0.00
C 1.3531 -1.6425 4.1018 -0.23 0.45 -0.92 0.00
C 1.9767 -1.0113 -2.0639 -1.24 -0.11 1.85 0.00
C 0.3991 0.6401 -3.1631 1.01 -0.31 -0.65 0.00
C -3.3199 -2.4058 0.8712 0.70 0.90 -0.39 0.01
C 3.1182 1.7188 0.8972 1.14 1.27 -0.77 0.00
C -4.1205 -2.9837 -0.0982 -0.41 -0.82 1.19 0.01
C 1.0354 1.4652 -4.0615 -0.55 0.77 -0.13 0.00
C -0.9165 -2.2602 4.5634 0.16 1.40 -0.49 0.00
C -1.1244 2.4347 -2.6237 -0.07 -0.25 0.04 0.00
C 0.4118 -2.3092 4.8999 -0.02 -0.30 0.79 0.00
C 0.9113 -1.0033 2.9368 -0.27 -0.66 -0.62 0.01
C -3.7148 -2.5002 -1.2939 0.75 1.35 -1.18 0.01
C -0.6995 1.1107 -2.4761 0.63 0.30 0.71 0.00
C 1.7774 -0.2260 2.0831 -0.81 -1.01 1.18 0.01
C -2.7047 -1.5568 -1.0286 -0.07 -0.36 0.18 0.00
H -4.1271 -2.7319 -2.2506 -0.13 -0.02 -0.46 0.00
H -3.5554 2.5881 -3.8726 0.38 -0.17 0.23 0.00
H -4.9187 -3.6707 0.0814 -0.22 -0.31 0.11 0.00
H -0.8912 4.2506 -3.7769 0.31 -0.66 0.23 0.00
H 2.8624 -0.4828 -2.3463 0.94 -0.03 0.15 0.00
H 4.7922 1.3868 2.1505 -1.34 -0.31 0.12 0.00
H -3.4460 -2.5378 1.9105 0.13 -0.21 0.92 0.00
H -2.2903 -1.4847 3.0924 0.16 0.31 -0.12 0.00
H 1.5558 -0.5636 -1.1134 0.87 -0.65 -0.98 0.00
H -2.4972 2.4262 -0.9467 0.17 0.00 -0.49 0.03
H -2.3706 -0.6745 -2.9745 -0.35 -0.08 -0.96 0.00
H 0.7649 -2.7776 5.8313 -0.27 0.11 -0.51 0.00
H 0.0489 -1.3849 -2.8200 0.41 0.07 -0.07 0.00
H 2.0818 -2.1037 -1.8617 0.41 0.87 -0.37 0.00
H -3.4946 1.1640 -2.7766 -0.29 -0.25 -0.20 0.00
H -2.4843 3.8970 -1.8669 -0.05 0.23 -0.22 0.00
H -4.4688 2.6197 -2.3736 0.14 -0.59 -0.31 0.00
H 3.5615 2.5628 0.3913 0.19 0.01 0.00 0.00
H 1.1719 -1.1012 -4.0823 0.33 0.18 0.03 0.00
H -1.7064 -2.5903 5.2453 0.34 -0.10 -0.50 0.00
H 0.9995 3.3279 -5.0804 -0.04 -0.12 0.22 0.00
H 3.1091 -2.0754 5.2526 0.33 -0.06 0.32 0.00
H 1.5363 1.7345 -0.4575 -0.46 -0.08 -0.38 0.00
H 1.8843 1.2090 -4.6350 0.77 -0.90 -0.39 0.00

# 2
65
Properties=species:S:1:pos:R:3:forces:R:3:lowdin_charge:R:1 method="wB97M-V/def2-TZVPD" e_lumo_ev=-5.1 total_charge=+1
Pt 1.1172 0.1491 -0.2504 1.75 -0.17 -0.16 1.57
S -1.8393 -0.0495 0.1574 0.22 0.48 -0.01 0.64
S 0.7039 -0.6224 2.6063 -0.16 -0.02 -0.06 0.91
O 2.9496 0.2105 0.9316 -0.25 -0.04 -0.22 -0.20
O -2.5811 -0.7783 1.1363 0.04 -0.07 0.01 -0.24
O 0.3537 0.7838 -1.9986 0.05 0.02 -0.01 -0.14
O 4.1767 1.5878 2.2010 0.12 0.02 -0.08 0.13
O -0.2442 2.6313 -3.0740 0.09 0.19 -0.12 0.15
O 2.8176 5.9871 -0.2957 -0.03 -0.01 -0.03 0.13
O 0.4152 -2.0785 2.5234 0.04 0.08 0.01 -0.46
O -1.2017 1.2161 0.5025 -0.37 -0.21 0.00 -0.34
N 1.8404 -1.6765 -0.6725 -0.35 -0.24 0.08 -0.02
N 1.8531 2.0660 -0.3367 -0.66 0.21 -0.09 -0.01
N -0.5347 -0.9348 -0.3310 -0.29 -0.17 0.43 -0.25
C -0.0771 0.3778 4.9831 0.00 -0.01 -0.02 -0.21
C -3.7149 1.6281 -2.9449 0.03 0.01 0.03 -0.01
C 2.7226 -4.2734 -0.8636 -0.02 -0.02 0.01 0.05
C 3.3911 1.3852 1.3123 -0.36 0.08 0.27 -0.56
C 2.7647 2.5133 0.5218 0.18 -0.05 -0.01 -0.14
C 1.2654 2.8591 -1.2336 0.06 -0.12 -0.14 -0.14
C -1.3124 -3.3045 -0.0276 0.08 0.02 0.00 0.01
C 0.3780 -5.0321 -0.3586 0.01 -0.03 -0.02 -0.01
C -0.3803 -2.3299 -0.2570 0.14 0.13 -0.18 -0.25
C 3.1147 -1.9075 -0.9220 -0.08 0.02 -0.03 -0.06
C 1.9632 -0.3748 3.8948 0.01 -0.02 -0.01 -0.27
C -4.4075 0.5618 -3.5109 0.00 -0.01 0.00 -0.25
C 0.3750 2.1041 -2.1989 -0.10 -0.10 0.28 -0.53
C 1.3599 -4.0396 -0.5879 -0.04 0.01 0.02 -0.13
C -3.5237 -0.8903 -1.7922 -0.03 0.04 0.00 -0.04
C 3.5819 -3.2212 -1.0418 0.03 0.03 -0.01 0.00
C 1.4166 0.6728 4.8544 0.00 0.02 -0.03 -0.22
C 0.9495 -2.7041 -0.5171 -0.09 0.09 0.01 -0.15
C -2.8311 0.1908 -1.2597 0.00 -0.04 0.00 -0.28
C -4.3024 -0.6960 -2.9171 -0.01 0.01 -0.01 -0.02
C -5.2378 0.7652 -4.7452 -0.02 0.00 0.00 -0.04
C -2.9212 1.4528 -1.8248 0.00 0.03 -0.04 -0.05
C -0.5909 0.2347 3.5550 -0.02 -0.11 0.07 -0.29
C 2.4734 4.7036 -0.3508 0.02 0.03 0.05 -0.25
C 1.5518 4.1987 -1.2803 -0.04 -0.06 -0.03 0.11
C -0.9070 -4.6584 -0.0828 0.01 0.00 0.00 -0.03
C 3.1040 3.8389 0.5575 0.01 -0.03 -0.03 0.12
H 1.9969 -1.3669 4.3508 0.06 0.01 0.03 0.11
H -5.9095 -0.0737 -4.9169 0.00 -0.01 0.00 0.08
H -0.7486 1.2000 3.0729 0.03 0.00 -0.03 0.09
H -4.8487 -1.5307 -3.3373 0.00 -0.01 0.00 0.12
H -5.8346 1.6737 -4.6693 0.00 0.01 0.00 0.09
H 3.0841 -5.2920 -0.9262 0.00 0.00 -0.01 0.14
H -3.4692 -1.8672 -1.3332 0.00 -0.01 0.02 0.10
H 1.5735 1.6756 4.4474 -0.01 0.00 0.01 0.12
H -1.6520 -5.4190 0.1066 0.00 0.00 0.01 0.12
H -0.2281 -0.5542 5.5307 0.01 0.00 0.00 0.12
H 3.7700 -1.0547 -1.0102 -0.01 0.02 0.02 0.13
H -0.6135 1.1645 5.5125 0.00 0.00 0.00 0.12
H 1.0713 4.8122 -2.0322 0.02 0.03 0.02 0.15
H -2.3837 2.2857 -1.3941 -0.03 -0.04 0.00 0.11
H -3.7902 2.6121 -3.3899 0.00 0.00 -0.01 0.13
H -2.3300 -3.0543 0.2294 0.00 0.00 0.00 0.11
H 3.8564 4.1909 1.2492 0.00 0.03 -0.01 0.15
H -4.5959 0.8674 -5.6220 0.01 0.00 0.00 0.09
H 1.9390 0.6285 5.8094 -0.01 -0.02 0.00 0.12
H 2.9243 -0.1383 3.4449 -0.03 -0.02 0.01 0.07
H 4.6296 -3.3742 -1.2537 0.00 -0.01 0.00 0.12
H 0.6609 -6.0750 -0.3954 -0.01 0.00 0.00 0.12
H 2.3541 6.5117 -0.9618 0.02 0.00 0.02 0.14
H -1.4877 -0.3687 3.4268 -0.03 0.03 0.02 0.09

# 3
61
Properties=species:S:1:pos:R:3:forces:R:3:lowdin_charge:R:1 method="wB97M-V/def2-TZVPD" e_lumo_ev=2.1 total_charge=-1
Pd -0.8701 -0.5047 0.0740 -0.03 0.79 -0.08 0.22
S -2.5542 -0.4518 -1.9927 0.11 -0.27 0.18 0.68
O 0.9104 6.5504 -0.1432 -0.23 0.05 -0.37 -0.06
O -3.1893 -2.8925 -4.2389 -0.01 0.12 -0.02 0.09
O 1.9572 5.8810 -2.0446 -0.39 0.18 -0.04 -0.06
N -2.7350 -2.4986 -0.3920 0.15 -0.11 0.44 -0.05
N -4.1900 -2.6177 -2.2007 0.09 0.13 -0.16 0.09
N -1.1087 0.8580 1.9858 -0.10 -0.11 0.03 0.04
N 1.0717 -0.4332 -1.4808 0.16 -0.13 -0.19 0.06
N 0.0387 1.6912 -0.2691 0.07 -0.19 0.04 0.09
C 1.2263 5.7441 -1.0425 0.91 -0.11 0.52 -0.69
C -3.1536 -3.7763 0.1475 -0.02 0.12 -0.03 -0.21
C -7.1308 -2.9539 -5.8871 0.05 0.01 0.05 -0.08
C -1.8424 3.0616 2.5373 -0.07 0.08 0.07 -0.01
C -1.7351 0.4132 3.0759 -0.06 0.10 -0.03 -0.15
C -2.4500 1.2290 3.9362 0.03 -0.01 -0.02 -0.08
C -4.1801 -2.8924 -3.5474 -0.01 0.00 0.12 -0.46
C 1.2214 0.7501 -2.0931 -0.03 0.07 0.17 -0.21
C -2.5116 2.5836 3.6477 -0.02 0.03 0.01 -0.08
C 1.1957 3.2582 -1.6082 0.04 -0.07 -0.09 0.05
C -5.8927 -2.6719 -5.3290 -0.02 -0.05 -0.05 -0.01
C 1.9329 -1.5261 -3.4293 0.00 -0.01 0.01 -0.08
C 2.0886 -0.3016 -4.0594 0.00 0.01 0.00 -0.07
C -8.0106 -3.8113 -5.2364 0.02 0.01 -0.03 -0.09
C -7.6518 -4.3779 -4.0228 0.03 0.00 0.03 -0.09
C -1.1389 2.1765 1.7267 0.16 -0.02 -0.07 -0.19
C -3.1522 -1.9252 -1.4994 -0.10 -0.11 -0.19 -0.84
C -5.5367 -3.2294 -4.1058 0.03 0.00 -0.02 -0.14
C 0.7869 4.2866 -0.7727 -0.26 0.03 -0.13 -0.09
C -5.5020 -3.0306 0.8216 0.07 0.00 0.04 -0.11
C 0.8067 1.9572 -1.3122 0.04 -0.04 -0.04 -0.20
C 0.0071 3.9780 0.3328 -0.05 0.01 0.07 0.05
C -4.1734 -3.6274 1.2754 -0.05 0.06 -0.05 -0.24
C -0.3506 2.6535 0.5488 -0.05 -0.03 0.10 -0.20
C 1.4265 -1.5345 -2.1392 0.01 0.12 -0.08 -0.14
C -6.4190 -4.0814 -3.4540 -0.09 -0.02 0.05 -0.04
C 1.7348 0.8509 -3.3806 0.03 0.03 -0.14 -0.01
H -0.2677 4.7921 0.9911 0.02 -0.01 -0.03 0.11
H -1.6580 -0.6501 3.2621 0.00 -0.05 -0.02 0.10
H -8.3295 -5.0542 -3.5172 0.01 0.00 0.00 0.10
H -2.9415 0.8115 4.8045 0.00 -0.01 0.00 0.09
H -6.1410 -4.5342 -2.5072 0.00 0.01 -0.05 0.11
H -1.8686 4.1141 2.2912 0.02 -0.02 -0.01 0.11
H -5.9614 -3.6450 0.0407 -0.01 0.02 0.02 0.06
H -5.0833 -2.6547 -1.7388 -0.03 0.07 0.04 0.10
H -6.2104 -2.9723 1.6493 0.01 0.01 -0.02 0.07
H -8.9714 -4.0436 -5.6798 0.02 0.02 0.02 0.10
H -5.3617 -2.0145 0.4422 -0.01 -0.05 -0.01 0.08
H -4.3388 -4.6111 1.7232 0.01 0.00 0.02 0.10
H -3.0709 3.2597 4.2826 0.01 0.00 -0.01 0.10
H -3.5524 -4.4052 -0.6522 -0.01 -0.02 -0.02 0.11
H 1.2940 -2.4681 -1.6062 -0.02 -0.02 0.03 0.10
H -3.7355 -2.9864 2.0444 -0.01 -0.03 0.05 0.10
H -2.2633 -4.2666 0.5434 0.06 -0.04 -0.03 0.11
H 2.1892 -2.4546 -3.9238 -0.01 0.03 0.03 0.10
H -5.1868 -2.0204 -5.8292 -0.02 -0.03 0.01 0.12
H -7.4083 -2.5026 -6.8311 -0.01 -0.02 0.00 0.10
H 2.4759 -0.2438 -5.0692 -0.01 0.00 0.01 0.10
H -1.9393 -1.8409 0.1447 -0.42 -0.52 -0.17 0.03
H 1.8373 1.8209 -3.8491 -0.01 -0.03 0.02 0.11
H 1.8220 3.5185 -2.4518 0.00 0.01 0.04 0.11